(1)
DFT (ωB97M-V with the def2-TZVPD basis set) results for a structure of composition C19H29BrO13PSeZr.

```
65
Properties=species:S:1:pos:R:3:mulliken_charge:R:1
Zr 0.90538 -1.28303 -1.09690 1.631
C 0.70798 -5.28391 0.38639 -1.957
C -0.06837 -4.00789 0.15353 2.276
C -1.30950 -3.90657 1.02398 -1.705
O 0.83227 -2.88249 0.45555 -0.610
C -0.54903 -3.90400 -1.32374 0.187
O -1.07087 -4.86224 -1.84265 -0.678
O -0.42003 -2.71773 -1.84231 -0.646
H 0.84917 -5.45755 1.45497 0.397
H 1.68681 -5.22135 -0.08890 0.411
H 0.15965 -6.11592 -0.05207 0.389
H -1.04194 -3.93148 2.08256 0.451
H -1.94988 -4.75669 0.79032 0.477
H -1.86287 -2.98574 0.83684 0.162
H 0.47817 -2.34052 1.20468 0.416
C -3.91972 -0.58342 -0.44935 -1.522
C -3.58352 0.64161 0.38679 1.722
C -3.17790 1.82902 -0.47488 -1.369
C -4.75007 1.01341 1.28585 -1.758
O -2.51894 0.30418 1.32915 -0.256
P -0.96941 0.14437 1.04833 1.846
O -0.39313 -0.86089 1.97992 -1.270
O -0.78893 -0.20995 -0.44441 -0.726
O -0.35677 1.59395 1.18464 0.126
C 0.10508 2.22921 2.41998 1.663
C -0.91796 2.03204 3.52875 -1.570
C 1.45728 1.64613 2.79110 -1.497
C 0.22466 3.69656 2.05057 -1.684
H -4.75502 -0.35251 -1.11446 0.493
H -4.21658 -1.40901 0.20022 0.325
H -3.07613 -0.90182 -1.05727 0.166
H -4.02856 2.12986 -1.08975 0.551
H -2.34880 1.58327 -1.13652 0.157
H -2.88543 2.67464 0.15040 0.222
H -5.61638 1.28558 0.68057 0.395
H -4.48760 1.86099 1.92095 0.385
H -5.01870 0.17189 1.92513 0.371
H -1.02509 0.97881 3.79025 0.248
H -1.89417 2.41712 3.22973 0.242
H -0.58654 2.57287 4.41747 0.524
H 1.38675 0.57560 2.97174 0.280
H 1.82143 2.14159 3.69474 0.529
H 2.17570 1.80733 1.98785 0.218
H -0.74743 4.10414 1.76766 0.364
H 0.91139 3.82074 1.21208 0.301
H 0.60769 4.26547 2.89972 0.397
O 1.00890 -0.53647 -3.02335 -0.677
Se 2.20209 -1.65648 -3.58985 1.100
O 1.52640 -2.78852 -4.51691 -0.627
O 2.49584 -2.27083 -2.00049 -0.771
O 3.49466 -0.86694 -4.13551 -0.566
Br 5.76654 2.57002 -4.29208 -0.229
C 4.26148 2.31458 -3.15321 0.050
C 3.11942 3.07149 -3.35567 -0.345
C 2.02818 2.87632 -2.52627 -1.219
C 2.07577 1.92108 -1.52108 0.236
C 3.22112 1.16499 -1.33793 0.658
C 4.32835 1.36816 -2.15435 -0.933
C 3.32149 0.10227 -0.26705 0.091
O 4.38211 -0.32708 0.10052 -0.696
O 2.13335 -0.30431 0.22860 -0.541
H 3.08861 3.80107 -4.15341 0.413
H 1.13135 3.46518 -2.66992 0.436
H 1.23060 1.78840 -0.85559 0.994
H 5.20961 0.76141 -2.00565 0.549
```

Summary:
Charge: -1
HOMO-LUMO gap in Eh: 0.333
E in hartree: -7083.838313
Energy relative to the best compared isomer or geometry (same formula, charge and spin) in kJ/mol: 16.2
E_LUMO in eV: 2.313
2S+1: 1
Largest force on an atom in eV/Å: 0.969

---

(2)
DFT (ωB97M-V with the def2-TZVPD basis set) results for a cluster of 3 separate species, C19H29F3N2O10P in total at a distorted geometry.

```
64
Properties=species:S:1:pos:R:3:mulliken_charge:R:1
C -0.57548 5.17116 2.29318 -0.859
C -0.70190 4.24005 1.30786 -0.445
P -2.28573 4.07036 0.21526 1.298
F -3.08359 5.04379 1.34479 -0.622
C -1.75134 5.67830 -0.74575 -0.073
O -2.46499 6.32866 -1.44374 -0.487
N -0.29205 6.10884 -0.68583 -0.043
C -0.11609 7.40187 -0.30114 0.461
O -0.80403 8.09683 0.39097 -0.479
F 1.08149 7.88116 -0.75774 -0.292
C -1.23220 3.08922 -1.04180 -0.484
F -1.55196 3.35386 -2.37733 -0.453
C -1.08880 1.59086 -0.79076 -0.346
C 0.34774 1.13120 -0.47619 -1.269
N -3.82002 3.97420 -0.75414 -0.039
C -4.93131 4.69150 -0.21453 0.557
C -5.86112 4.02874 0.80255 -1.311
O -5.21091 5.82042 -0.56998 -0.621
C -4.23548 2.65350 -1.15077 0.764
C -4.49928 1.49809 -0.19160 -1.463
O -4.38087 2.41625 -2.33373 -0.592
H -1.24509 5.25149 3.13366 0.275
H 0.29539 5.82125 2.23746 0.208
H 0.15017 3.57007 1.18638 0.213
H -2.63026 2.90168 0.98326 0.260
H 0.07721 5.99885 -1.62463 0.317
H -0.22820 3.49120 -0.94323 0.917
H -1.73652 1.22523 -0.00196 0.163
H -1.38888 1.10565 -1.71685 0.391
H 0.49151 1.00992 0.59133 0.311
H 0.57014 0.21560 -1.00314 0.103
H 1.07699 1.87544 -0.79215 0.405
H -5.29286 3.37538 1.45338 0.402
H -6.63782 3.47487 0.28861 0.322
H -6.25377 4.82956 1.41157 0.359
H -4.31672 1.73475 0.84503 0.412
H -5.52582 1.18024 -0.33329 0.394
H -3.85917 0.68591 -0.50802 0.340
C 5.00778 -2.36283 -1.51155 -1.469
C 3.78493 -2.77407 -0.73097 0.568
C 3.00781 -3.92066 -1.32278 0.150
O 1.69185 -3.68640 -0.79599 -0.357
C 1.57243 -2.34429 -0.60468 0.672
O 0.55866 -1.78334 -0.36130 -0.487
O 2.78241 -1.73953 -0.72940 -0.330
H 4.79200 -2.31331 -2.57975 0.360
H 5.34459 -1.37371 -1.20315 0.381
H 5.81489 -3.07752 -1.35340 0.366
H 4.05427 -2.97502 0.31026 0.268
H 3.38268 -4.89100 -1.02176 -0.468
H 2.94953 -3.87658 -2.41313 0.319
C 2.79794 -8.71865 2.82540 -1.454
C 2.77856 -7.79037 1.63673 0.512
C 2.44899 -8.44400 0.31727 -0.525
O 3.08854 -7.55895 -0.61438 -0.306
C 4.14298 -7.00308 0.02605 0.696
O 4.99597 -6.36915 -0.50531 -0.551
O 4.09112 -7.26169 1.35347 -0.369
H 3.32348 -9.64563 2.59106 0.340
H 3.31591 -8.25608 3.66430 0.360
H 1.78186 -8.96454 3.13174 0.386
H 2.11775 -6.94135 1.83128 0.307
H 1.38248 -8.51156 0.11949 0.314
H 2.90222 -9.43265 0.21353 0.321
```

Summary:
Charge: -1
HOMO-LUMO gap in Eh: 0.206
E in hartree: -2244.236718
E_LUMO in eV: 1.521
2S+1: 1
Largest force on an atom in eV/Å: 2.367

---

(3)
DFT (ωB97M-V with the def2-TZVPD basis set) results for a structure of composition C19H29IrO at a distorted geometry.

```
50
Properties=species:S:1:pos:R:3:mulliken_charge:R:1
Ir 0.05814 -0.29892 0.72920 -1.820
C 1.92540 0.08056 1.58954 -0.179
C 2.19181 -0.71126 0.38405 -0.520
C 2.07720 0.17191 -0.75078 -0.376
H 2.56218 -1.72976 0.34505 0.605
C 1.68749 1.45331 -0.28846 -0.418
C 1.53964 1.40030 1.13896 -0.679
H 1.27286 2.22930 1.79191 0.277
H 2.04166 -0.23216 2.62532 0.359
H 2.31423 -0.09930 -1.77289 0.317
H 1.54642 2.32994 -0.91210 0.441
C -1.89808 0.20617 1.12181 0.164
C -1.42247 1.54047 1.40790 -0.575
C -1.28714 2.22640 0.16773 -0.827
H -1.26996 1.94673 2.41329 0.483
C -1.54370 1.34566 -0.88564 -0.516
C -1.81012 0.03112 -0.33927 -0.401
H -2.14218 -0.85069 -0.90170 0.529
H -2.40098 -0.46204 1.81680 0.627
H -1.06488 3.29886 0.06106 0.363
H -1.63034 1.59462 -1.94728 0.508
O 0.96090 -3.65676 -0.85898 -0.362
C -0.33809 -0.37866 -4.49208 1.162
C 0.30178 -1.55152 -4.55631 -1.561
C 0.42828 0.92490 -4.34064 -0.975
C -1.87601 -0.35206 -4.42712 -1.153
C 0.88255 -3.12738 -1.96737 -0.724
H 1.38456 -1.56881 -4.37905 0.475
H -0.26278 -2.49012 -4.50713 0.431
H 0.09814 -3.53498 -2.63407 0.016
H 1.73208 -2.45609 -2.32695 0.243
H 0.30067 1.65725 -5.15292 0.368
H 1.49904 0.73194 -4.25587 0.315
H 0.12950 1.40628 -3.42581 0.005
H -2.39540 -0.29502 -5.40387 0.330
H -2.22925 0.47498 -3.82407 0.277
H -2.22854 -1.27220 -3.94163 0.259
C 1.36060 -3.09992 2.93819 -1.409
C 0.47128 -3.22247 1.73412 1.327
C -0.28644 -4.55035 1.55739 -1.914
C -0.45774 -2.00051 1.52274 -0.360
H 0.87816 -3.00866 3.91652 0.236
H 1.99102 -2.21951 2.77610 0.325
H 2.04128 -3.95610 2.94084 0.475
H 1.26892 -3.20169 0.99170 -0.194
H -1.04823 -4.79097 2.32136 0.349
H -0.79315 -4.58108 0.58276 0.387
H 0.44429 -5.36506 1.54099 0.411
H -1.34131 -2.33054 0.95807 0.610
H -0.87092 -1.76880 2.52470 0.292
```

Summary:
Charge: -2
<S²>: 6.026
HOMO-LUMO gap (alpha / beta) in Eh: 0.086 / 0.244
E in hartree: -920.580986
Energy relative to the best compared isomer or geometry (same formula, charge and spin) in kJ/mol: 0.0
E_LUMO (alpha / beta) in eV: 4.477 / 4.368
2S+1: 5
Largest force on an atom in eV/Å: 3.097

---

(4)
DFT (ωB97M-V with the def2-TZVPD basis set) results for an isolated molecule of C19H29N3OS.

```
53
Properties=species:S:1:pos:R:3:mulliken_charge:R:1
O -3.11969 1.65357 1.85729 -0.737
C -3.94331 1.49208 0.97282 0.799
N -3.67945 0.82405 -0.18910 -0.125
C -2.46957 0.27679 -0.61124 0.331
N -1.43936 0.34940 0.22220 -0.077
H -1.59644 0.82621 1.10859 0.436
C -0.10725 -0.12753 -0.07798 -0.333
H -0.20309 -0.75341 -0.97128 0.648
C 0.82519 1.06693 -0.37460 -1.101
H 1.71562 1.00220 0.24996 0.486
H 0.30393 1.98227 -0.08328 0.484
C 1.23247 1.19613 -1.84680 -0.937
H 1.65364 2.19252 -2.00203 0.432
C 2.25095 0.15754 -2.32816 -0.450
H 1.87659 -0.84186 -2.10863 0.201
C 3.64400 0.35804 -1.72513 -0.347
H 3.57015 0.50723 -0.64730 0.085
H 4.06782 1.27615 -2.13996 0.467
C 4.61556 -0.79356 -2.00720 -1.118
H 4.59493 -1.00979 -3.07793 0.385
C 4.32446 -2.08926 -1.24115 -0.591
H 3.29062 -2.38347 -1.41310 0.316
C 4.61161 -1.99355 0.26512 -0.601
H 4.42727 -0.97860 0.62023 0.232
C 3.78584 -2.96983 1.11915 -0.996
H 3.51911 -3.84136 0.51810 0.397
C 2.51337 -2.34392 1.70341 -0.969
H 1.99326 -3.08611 2.31325 0.388
H 2.79677 -1.51778 2.36111 0.378
C 1.59415 -1.81945 0.60678 1.248
H 1.23007 -2.65614 0.00654 0.349
H 2.19066 -1.17860 -0.03114 -1.095
C 0.40256 -0.99233 1.08458 -1.586
H 0.69439 -0.34648 1.91616 0.367
H -0.40051 -1.64389 1.43423 0.406
H 4.39733 -3.32479 1.95144 0.355
H 5.67441 -2.18867 0.42233 0.522
H 4.94686 -2.88237 -1.66253 0.443
H 5.62753 -0.46404 -1.75834 0.380
H 2.33039 0.23364 -3.41494 0.462
H 0.33437 1.11868 -2.46262 0.372
S -2.45311 -0.41003 -2.11212 -0.478
H -4.42417 0.70198 -0.86417 0.287
C -5.33177 2.00680 1.08961 0.394
C -5.88255 2.15237 2.36287 -0.385
C -7.16948 2.64176 2.48693 -0.434
C -7.85870 2.97331 1.32808 -0.244
N -7.33376 2.87118 0.11926 -0.595
C -6.10566 2.40757 -0.00024 -0.485
H -5.72294 2.38487 -1.01334 0.433
H -8.87337 3.34646 1.36414 0.376
H -7.62827 2.76217 3.45547 0.389
H -5.29344 1.87495 3.22466 0.436
```

Summary:
Charge: 0
HOMO-LUMO gap in Eh: 0.308
Structure (SMILES): O=C(NC(=S)NC1CCCCCCCCCCC1)c1cccnc1
E in hartree: -1379.136232
Energy relative to the best compared isomer or geometry (same formula, charge and spin) in kJ/mol: 47.7
E_LUMO in eV: -0.069
2S+1: 1
Largest force on an atom in eV/Å: 0.685